Below is 8 unconnected molecules or ions with the total composition C61H63FN9O15S2, with properties calculated with the ωB97M-V functional and the def2-TZVPD basis.

Bonds (Å) are listed after each position.
Atoms and positions in Å:
1 F 1.26823 -1.88213 1.81035  C2 1.471
2 C 1.87055 -0.56056 1.57840  F1 1.471, C3 1.602, C15 1.601, C25 1.609
3 C 3.27473 -0.90336 0.88869  C2 1.602, C4 1.603, H26 1.147, H27 1.152
4 C 4.55691 -0.25134 1.59573  C3 1.603, C5 1.635, H28 1.146, H29 1.158
5 C 4.77944 1.32092 1.20736  C4 1.635, S6 1.860, H30 1.157, H31 1.141
6 S 4.62714 2.37045 2.73559  C5 1.860, C7 1.880
7 C 3.61312 3.90146 2.33086  S6 1.880, S8 1.692, N9 1.462
8 S 2.06936 3.60610 1.70364  C7 1.692
9 N 4.10298 5.26189 2.54705  C7 1.462, C10 1.496, C14 1.495
10 C 3.69322 6.19987 1.45616  N9 1.496, C11 1.625, H32 1.152, H33 1.156
11 C 4.27153 5.77100 -0.00034  C10 1.625, O12 1.472, H34 1.154, H35 1.146
12 O 5.73244 5.90659 0.11419  C11 1.472, C13 1.470
13 C 6.21996 4.99034 1.15489  O12 1.470, C14 1.623, H36 1.142, H37 1.145
14 C 5.59519 5.33622 2.61187  N9 1.495, C13 1.623, H38 1.157, H39 1.140
15 C 1.83275 0.08744 3.04179  C2 1.601, N16 1.526, H40 1.142, H41 1.142
16 N 0.32432 0.16567 3.26192  C15 1.526, C17 1.528, H42 1.037, H43 1.043
17 C -0.15663 0.77681 1.94687  N16 1.528, C18 1.625, C25 1.602, H44 1.156
18 C -1.72448 0.38244 1.77973  C17 1.625, C19 1.615, H45 1.160, H46 1.140
19 C -2.64037 1.68104 1.49278  C18 1.615, C20 1.552, C24 1.555
20 C -3.09226 2.11271 0.07269  C19 1.552, C21 1.565, H47 1.138
21 C -3.98865 3.38624 -0.07780  C20 1.565, C22 1.567, H48 1.145
22 C -4.47301 4.24462 1.14003  C21 1.567, C23 1.550, H49 1.150
23 C -3.99746 3.81792 2.55246  C22 1.550, C24 1.571, H50 1.146
24 C -3.08929 2.54466 2.70574  C19 1.555, C23 1.571, H51 1.154
25 C 0.82905 0.35117 0.75814  C2 1.609, C17 1.602, H52 1.141, H53 1.140
26 H 3.39997 -2.04299 0.92077  C3 1.147
27 H 3.20660 -0.58841 -0.21752  C3 1.152
28 H 4.62347 -0.42869 2.72574  C4 1.146
29 H 5.47872 -0.78964 1.14631  C4 1.158
30 H 5.86405 1.43965 0.82298  C5 1.157
31 H 4.05059 1.58810 0.37093  C5 1.141
32 H 2.55810 6.39647 1.42724  C10 1.152
33 H 4.17748 7.22589 1.67674  C10 1.156
34 H 3.96678 4.69610 -0.28937  C11 1.154
35 H 3.84149 6.46380 -0.80511  C11 1.146
36 H 7.35030 5.12466 1.24187  C13 1.142
37 H 5.96507 3.93399 0.79398  C13 1.145
38 H 5.86233 6.44532 2.80393  C14 1.157
39 H 6.07071 4.74699 3.46438  C14 1.140
40 H 2.13391 1.17869 3.19321  C15 1.142
41 H 2.34198 -0.44046 3.91662  C15 1.142
42 H 0.10365 0.91996 3.93775  N16 1.037
43 H -0.14765 -0.72155 3.54265  N16 1.043
44 H -0.21142 1.92976 2.00190  C17 1.156
45 H -2.06593 -0.02074 2.81209  C18 1.160
46 H -1.90785 -0.45424 1.02748  C18 1.140
47 H -2.74200 1.49278 -0.81470  C20 1.138
48 H -4.32530 3.73739 -1.11413  C21 1.145
49 H -5.14171 5.16328 0.96211  C22 1.150
50 H -4.31022 4.41799 3.47758  C23 1.146
51 H -2.78369 2.27642 3.78548  C24 1.154
52 H 0.45545 -0.32331 -0.08330  C25 1.141
53 H 1.46401 1.13479 0.22689  C25 1.140
54 C -2.25565 -5.01925 -1.62930  C55 1.392, C59 1.393, H63 1.083
55 C -3.00230 -4.62019 -2.73392  C54 1.392, C56 1.391, H64 1.085
56 C -3.60642 -3.36777 -2.75072  C55 1.391, C57 1.394, H65 1.085
57 C -3.45215 -2.51941 -1.65484  C56 1.394, C58 1.394, N60 1.463
58 C -2.71195 -2.91653 -0.54240  C57 1.394, C59 1.390, H66 1.084
59 C -2.11359 -4.17152 -0.53359  C54 1.393, C58 1.390, H67 1.085
60 N -4.06502 -1.19066 -1.67952  C57 1.463, O61 1.225, O62 1.228
61 O -4.72237 -0.88563 -2.66731  N60 1.225
62 O -3.88176 -0.45595 -0.71217  N60 1.228
63 H -1.78196 -5.99263 -1.62197  C54 1.083
64 H -3.11043 -5.28547 -3.58371  C55 1.085
65 H -4.18537 -3.06891 -3.61771  C56 1.085
66 H -2.59124 -2.26543 0.31565  C58 1.084
67 H -1.53269 -4.48919 0.32631  C59 1.085
68 C -0.55515 8.08818 5.42761  C69 1.392, C73 1.392, H77 1.086
69 C -1.29522 9.24721 5.21304  C68 1.392, C70 1.391, H78 1.085
70 C -2.41117 9.21764 4.38335  C69 1.391, C71 1.394, H79 1.084
71 C -2.77985 8.01838 3.77637  C70 1.394, C72 1.394, N74 1.465
72 C -2.03873 6.85609 3.98101  C71 1.394, C73 1.391, H80 1.085
73 C -0.92258 6.89592 4.81012  C68 1.392, C72 1.391, H81 1.085
74 N -3.96861 7.97645 2.92190  C71 1.465, O75 1.221, O76 1.224
75 O -4.58280 9.01793 2.74931  N74 1.221
76 O -4.28099 6.89866 2.43228  N74 1.224
77 H 0.31226 8.11391 6.08047  C68 1.086
78 H -1.00337 10.17400 5.69571  C69 1.085
79 H -2.97933 10.12757 4.22441  C70 1.084
80 H -2.31638 5.91975 3.50797  C72 1.085
81 H -0.34006 5.99613 4.97870  C73 1.085
82 C -3.93797 1.53257 -7.13399  C83 1.392, C87 1.392, H91 1.086
83 C -4.04152 1.14397 -5.80138  C82 1.392, C84 1.390, H92 1.085
84 C -2.92090 0.67720 -5.12347  C83 1.390, C85 1.393, H93 1.084
85 C -1.69871 0.60761 -5.78892  C84 1.393, C86 1.394, N88 1.465
86 C -1.58955 0.98782 -7.12527  C85 1.394, C87 1.391, H94 1.085
87 C -2.71622 1.45097 -7.79661  C82 1.392, C86 1.391, H95 1.085
88 N -0.51130 0.14018 -5.06939  C85 1.465, O89 1.225, O90 1.222
89 O -0.64959 -0.20288 -3.90133  N88 1.225
90 O 0.55118 0.12270 -5.67289  N88 1.222
91 H -4.81387 1.90189 -7.65892  C82 1.086
92 H -4.99644 1.20800 -5.29013  C83 1.085
93 H -3.01536 0.37764 -4.08572  C84 1.084
94 H -0.64297 0.93204 -7.65166  C86 1.085
95 H -2.64210 1.75241 -8.83610  C87 1.085
96 C 3.19605 -5.77281 5.53726  C97 1.392, C101 1.392, H105 1.086
97 C 2.45699 -4.61262 5.32472  C96 1.392, C98 1.391, H106 1.085
98 C 1.34072 -4.63979 4.49553  C97 1.391, C99 1.394, H107 1.084
99 C 0.97038 -5.83752 3.88679  C98 1.394, C100 1.393, N102 1.465
100 C 1.71046 -7.00055 4.08954  C99 1.393, C101 1.391, H108 1.085
101 C 2.82712 -6.96332 4.91827  C96 1.392, C100 1.391, H109 1.085
102 N -0.21903 -5.87736 3.03263  C99 1.465, O103 1.225, O104 1.221
103 O -0.83537 -4.83266 2.86106  N102 1.225
104 O -0.53152 -6.95081 2.54248  N102 1.221
105 H 4.06369 -5.74914 6.18973  C96 1.086
106 H 2.75025 -3.68678 5.80900  C97 1.085
107 H 0.77342 -3.72938 4.33812  C98 1.084
108 H 1.43170 -7.93543 3.61567  C100 1.085
109 H 3.40849 -7.86382 5.08522  C101 1.085
110 C 1.69253 -9.12413 -4.60594  C111 1.392, C115 1.392, H119 1.086
111 C 1.34544 -7.98301 -3.88867  C110 1.392, C112 1.391, H120 1.085
112 C 0.03391 -7.79913 -3.46431  C111 1.391, C113 1.394, H121 1.084
113 C -0.92292 -8.76883 -3.76068  C112 1.394, C114 1.394, N116 1.465
114 C -0.58310 -9.90977 -4.48501  C113 1.394, C115 1.391, H122 1.085
115 C 0.73052 -10.08368 -4.90764  C110 1.392, C114 1.391, H123 1.085
116 N -2.30071 -8.59290 -3.29471  C113 1.465, O117 1.227, O118 1.220
117 O -2.57007 -7.56850 -2.67597  N116 1.227
118 O -3.10278 -9.47772 -3.54499  N116 1.220
119 H 2.71876 -9.26693 -4.93081  C110 1.086
120 H 2.09927 -7.23760 -3.65768  C111 1.085
121 H -0.22300 -6.90563 -2.90638  C112 1.084
122 H -1.32245 -10.66643 -4.72388  C114 1.085
123 H 1.00630 -10.96971 -5.46957  C115 1.085
124 C -8.69316 0.94605 -1.87917  C125 1.392, C129 1.392, H133 1.086
125 C -9.62946 0.95744 -0.84868  C124 1.392, C126 1.391, H134 1.085
126 C -9.24341 0.62809 0.44678  C125 1.391, C127 1.394, H135 1.084
127 C -7.91384 0.29270 0.69887  C126 1.394, C128 1.393, N130 1.465
128 C -6.97532 0.27244 -0.33018  C127 1.393, C129 1.389, H136 1.085
129 C -7.36983 0.60014 -1.62070  C124 1.392, C128 1.389, H137 1.084
130 N -7.49522 -0.03071 2.06515  C127 1.465, O131 1.223, O132 1.224
131 O -8.34919 -0.02118 2.94033  N130 1.223
132 O -6.31396 -0.28817 2.25391  N130 1.224
133 H -8.99634 1.20917 -2.88830  C124 1.086
134 H -10.66016 1.22636 -1.05521  C125 1.085
135 H -9.98186 0.64076 1.24084  C126 1.084
136 H -5.93989 0.00831 -0.14495  C128 1.085
137 H -6.64396 0.59003 -2.42615  C129 1.084
138 C 8.79759 1.25563 -3.33990  C139 1.392, C143 1.392, H147 1.086
139 C 8.52194 0.20948 -4.21542  C138 1.392, C140 1.391, H148 1.085
140 C 8.01026 -0.98932 -3.72966  C139 1.391, C141 1.394, H149 1.084
141 C 7.77394 -1.12770 -2.36310  C140 1.394, C142 1.394, N144 1.465
142 C 8.05504 -0.08642 -1.48022  C141 1.394, C143 1.391, H150 1.085
143 C 8.56915 1.10763 -1.97472  C138 1.392, C142 1.391, H151 1.085
144 N 7.21152 -2.37921 -1.84992  C141 1.465, O145 1.221, O146 1.225
145 O 6.99539 -3.27647 -2.64977  N144 1.221
146 O 6.98578 -2.45352 -0.64870  N144 1.225
147 H 9.19176 2.19184 -3.72353  C138 1.086
148 H 8.70341 0.32995 -5.27822  C139 1.085
149 H 7.79977 -1.79662 -4.42242  C140 1.084
150 H 7.87876 -0.18802 -0.41477  C142 1.085
151 H 8.78887 1.92564 -1.29652  C143 1.085

Summary:
Calculated total energy = -132758.03722 eV
Relative energy (zero: lowest compared OMol25 entry of this formula, charge and spin) = 8.009 eV
Largest force on an atom = 0.0819 hartree/bohr
HOMO = -10.5096 eV
2S+1 = 1
Total charge = +1